Here is a 5-piece molecular cluster, H10O5 overall in a non-equilibrium geometry from the OMol25 dataset. Energies are from the ωB97M-V functional and the def2-TZVPD basis.

The structure (SMILES) is O.O.O.O.O. The value obtained for the highest occupied orbital energy is -0.3959 Ha. For the energy above the lowest of the compared OMol25 structures with the same formula, charge and spin, the calculation gives 1.119 eV. The value obtained for the total energy is -10399.7305 eV.

```
15
Properties=species:S:1:pos:R:3:forces:R:3
O 0.16717 2.54666 0.45204 -0.74 1.06 1.61
H 0.38025 3.03212 1.29175 -0.25 -0.68 -1.27
H 0.99715 2.26865 0.10016 0.95 -0.29 -0.33
O 2.42074 -1.05015 0.60165 1.61 0.53 0.82
H 2.44288 -0.15552 0.96444 0.25 -0.25 0.17
H 1.59086 -1.04570 0.18328 -2.00 -0.33 -0.91
O -0.57017 -3.29588 0.30537 -1.23 0.32 -0.47
H -0.95078 -2.44472 0.58057 0.23 -0.18 -0.09
H 0.27260 -3.33327 0.72076 1.06 -0.02 0.57
O -1.56532 0.79179 -1.92260 0.81 -1.48 -0.76
H -0.86104 0.73530 -2.58940 -0.34 -0.20 0.16
H -1.68313 1.71353 -1.82745 -0.37 1.70 0.41
O -0.79842 -0.27088 0.55798 0.58 -2.68 -2.82
H -0.90105 -0.01150 -0.40235 -0.16 -0.39 1.21
H -0.94174 0.51955 0.98380 -0.41 2.86 1.70
```
Forces are in eV/Å.